Entry from the OMol25 dataset: C4H2EuO2 as an isolated structure (ωB97M-V/def2-TZVPD).

The charge is +1. As for the expectation value of S²: 20.007. Its multiplicity is 9. As for the gap between HOMO and LUMO (alpha / beta): 0.225 / 0.306 hartree.

Last column: Löwdin spin population.
Atoms and positions in Å:
1 H -0.446 2.200 2.285  0.0005
2 C -0.294 1.338 1.640  0.0033
3 C 0.702 0.549 1.131  0.0097
4 O -1.299 0.730 1.006  0.0289
5 O -0.387 -0.208 0.426  0.1067
6 Eu -0.863 -1.087 -2.062  7.8406
7 C 2.328 0.705 0.706  0.0066
8 C 1.981 -0.154 1.580  0.0033
9 H 2.858 1.330 -0.002  0.0004

Entry from the OMol25 dataset: one molecule with the formula C2H5N3 (ωB97M-V/def2-TZVPD).

The charge is 0. Its SMILES is [H]/N=N/N=C/C. Its multiplicity is 1. As for the gap between HOMO and LUMO: 0.371 hartree.

Last column: natural (NBO) charge in e.
Atoms and positions in Å:
1 H 2.507 2.519 0.537  0.3317
2 N 1.892 1.693 0.673  -0.3996
3 N 1.396 1.342 -0.429  0.0071
4 N 0.223 0.630 -0.376  -0.2620
5 C -0.028 -0.571 -0.268  0.1227
6 C -1.436 -0.949 -0.002  -0.6425
7 H 0.672 -1.421 -0.311  0.1690
8 H -2.133 -0.326 -0.492  0.2342
9 H -1.532 -0.850 1.044  0.2349
10 H -1.560 -2.068 -0.374  0.2046

Entry from the OMol25 dataset: one molecule with the formula C4H6N2 (ωB97M-V/def2-TZVPD).

The charge is 0. Its multiplicity is 1. As for the gap between HOMO and LUMO: 0.353 hartree.

Last column: natural (NBO) charge in e.
Atoms and positions in Å:
1 C 0.067 -0.162 -1.805  -0.6725
2 C -0.502 -0.436 -0.472  0.2043
3 C 1.311 0.795 0.972  -0.1596
4 N 0.142 0.708 1.514  -0.4228
5 N -1.012 0.301 0.710  -0.3060
6 C -1.032 -1.152 0.446  -0.1030
7 H -0.272 0.813 -2.163  0.2374
8 H 1.158 -0.134 -1.739  0.2665
9 H -0.242 -0.938 -2.512  0.2269
10 H 1.993 1.229 1.721  0.1237
11 H -0.156 1.014 2.441  0.3743
12 H -1.455 -2.038 0.887  0.2307